Molecular formula: C36H38BCl
Method: DFT, ωB97M-V/def2-TZVPD

As for the gap between HOMO and LUMO: 8.9 eV. Its calculated total energy is -1879.61581 a.u. The SMILES is c1ccccc1.c1ccccc1.c1ccccc1.c1ccccc1.c1ccccc1.c1ccccc1.BCl. The value obtained for the HOMO energy is -9.2 eV.

Element x y z (Å)
C1 2.01 -0.30 -0.82
C2 2.30 0.03 -2.14
C3 1.72 1.15 -2.72
C4 0.85 1.94 -1.99
C5 0.55 1.61 -0.67
C6 1.13 0.49 -0.09
H1 2.47 -1.17 -0.37
H2 2.98 -0.59 -2.72
H3 1.95 1.41 -3.75
H4 0.39 2.81 -2.44
H5 -0.14 2.22 -0.10
H6 0.90 0.23 0.94
C7 -1.81 -1.88 -3.46
C8 -0.63 -1.78 -2.74
C9 0.17 -2.90 -2.54
C10 -0.22 -4.13 -3.07
C11 -1.40 -4.23 -3.80
C12 -2.19 -3.11 -3.99
H7 -2.42 -1.01 -3.62
H8 -0.33 -0.83 -2.32
H9 1.09 -2.82 -1.98
H10 0.40 -5.00 -2.92
H11 -1.70 -5.18 -4.21
H12 -3.11 -3.19 -4.55
C13 5.97 -0.68 -3.76
C14 6.17 -0.73 -2.38
C15 7.40 -1.14 -1.87
C16 8.42 -1.50 -2.74
C17 8.22 -1.46 -4.11
C18 7.00 -1.05 -4.62
H13 5.02 -0.36 -4.15
H14 5.37 -0.45 -1.71
H15 7.56 -1.17 -0.80
H16 9.38 -1.82 -2.34
H17 9.02 -1.75 -4.78
H18 6.84 -1.01 -5.69
C19 -5.03 0.66 3.59
C20 -5.19 1.91 3.00
C21 -6.43 2.31 2.54
C22 -7.52 1.46 2.67
C23 -7.37 0.21 3.25
C24 -6.12 -0.19 3.72
H19 -4.06 0.35 3.96
H20 -4.33 2.57 2.90
H21 -6.55 3.28 2.08
H22 -8.50 1.77 2.31
H23 -8.22 -0.45 3.34
H24 -6.00 -1.16 4.17
C25 -13.08 4.49 2.51
C26 -11.90 4.60 3.23
C27 -11.10 3.48 3.42
C28 -11.48 2.25 2.89
C29 -12.66 2.15 2.17
C30 -13.46 3.27 1.98
H25 -13.70 5.37 2.35
H26 -11.60 5.55 3.64
H27 -10.17 3.56 3.98
H28 -10.86 1.38 3.03
H29 -12.97 1.19 1.76
H30 -14.39 3.19 1.42
C31 11.71 -3.59 1.92
C32 12.00 -3.26 0.60
C33 11.43 -2.14 0.02
C34 10.55 -1.34 0.75
C35 10.25 -1.68 2.07
C36 10.83 -2.80 2.65
H31 12.16 -4.46 2.37
H32 12.68 -3.87 0.03
H33 11.66 -1.88 -1.01
H34 10.10 -0.47 0.30
H35 9.57 -1.06 2.64
H36 10.60 -3.06 3.68
B1 -0.39 3.94 2.29
Cl1 -2.19 3.92 2.27
H37 0.17 4.98 2.28
H38 0.19 2.91 2.29

Results of the Mulliken charge analysis, in e, for atoms 1 through 2: C -0.540; C -0.284

Molecular formula: C21H38N2O30S7
Method: DFT, ωB97M-V/def2-TZVPD

As for the gap between HOMO and LUMO: 8.4 eV. Its calculated total energy is -5976.29376 a.u. The value obtained for the HOMO energy is -8.8 eV.

Element x y z (Å)
C1 1.17 -0.71 -3.42
C2 -0.01 -0.17 -4.42
O1 0.69 0.38 -5.64
C3 -0.91 1.06 -3.81
O2 -2.16 0.64 -3.16
C4 -3.09 -0.02 -4.09
C5 -4.60 0.61 -4.13
N1 -5.81 1.13 -4.25
C6 -3.27 -1.60 -3.56
C7 -2.98 -2.71 -4.73
N2 -2.76 -3.58 -5.68
H1 1.20 -1.90 -3.48
H2 0.98 -0.42 -2.30
H3 2.20 -0.31 -3.85
H4 -0.61 -1.10 -4.79
H5 1.13 -0.40 -6.12
H6 -1.05 1.90 -4.63
H7 -0.25 1.56 -2.95
H8 -2.69 -0.04 -5.21
H9 -4.30 -1.77 -3.00
H10 -2.42 -1.75 -2.74
C8 4.32 -0.49 0.97
C9 2.92 0.08 1.15
O3 2.14 -0.48 0.10
S1 2.71 -1.98 -0.22
O4 1.88 -2.94 0.48
O5 2.97 -2.07 -1.64
O6 4.12 -1.85 0.57
H11 4.86 0.02 0.17
H12 4.91 -0.45 1.89
H13 2.91 1.18 1.09
H14 2.49 -0.23 2.11
C10 1.25 4.97 1.47
C11 2.35 5.96 1.08
O7 3.51 5.53 1.79
S2 3.47 3.90 1.93
O8 4.27 3.33 0.87
O9 3.64 3.56 3.32
O10 1.90 3.70 1.54
H15 0.85 5.20 2.46
H16 0.44 4.95 0.74
H17 2.10 6.99 1.36
H18 2.56 5.91 0.01
C12 0.57 -2.91 5.42
C13 -0.75 -3.35 4.80
O11 -0.57 -3.18 3.39
S3 0.99 -3.45 3.02
O12 1.12 -4.82 2.56
O13 1.49 -2.32 2.28
O14 1.59 -3.37 4.54
H19 0.64 -1.82 5.47
H20 0.71 -3.33 6.42
H21 -1.60 -2.76 5.15
H22 -0.94 -4.41 4.99
C14 -3.93 0.56 1.31
C15 -5.25 0.12 0.68
O15 -5.07 0.29 -0.72
S4 -3.51 0.02 -1.09
O16 -3.38 -1.35 -1.56
O17 -3.01 1.15 -1.84
O18 -2.91 0.09 0.42
H23 -3.86 1.65 1.36
H24 -3.79 0.14 2.31
H25 -6.10 0.71 1.03
H26 -5.44 -0.94 0.87
C16 -0.32 6.23 7.33
C17 -1.64 5.79 6.70
O19 -1.46 5.95 5.30
S5 0.10 5.69 4.93
O20 0.23 4.32 4.46
O21 0.60 6.82 4.18
O22 0.69 5.76 6.44
H27 -0.26 7.32 7.38
H28 -0.18 5.81 8.33
H29 -2.49 6.38 7.05
H30 -1.84 4.73 6.89
C18 6.57 -3.49 2.65
C19 6.35 -4.01 4.07
O23 7.37 -3.39 4.85
S6 7.70 -1.92 4.23
O24 6.96 -0.93 4.98
O25 9.12 -1.83 3.99
O26 6.95 -2.13 2.79
H31 7.39 -4.03 2.16
H32 5.67 -3.58 2.04
H33 6.43 -5.10 4.14
H34 5.39 -3.68 4.46
C20 -4.37 -2.77 -8.42
C21 -5.70 -3.13 -7.78
O27 -6.69 -2.83 -8.76
S7 -6.05 -3.09 -10.24
O28 -6.46 -4.40 -10.69
O29 -6.25 -1.89 -11.03
O30 -4.49 -3.16 -9.79
H35 -4.20 -1.69 -8.39
H36 -3.53 -3.28 -7.95
H37 -5.89 -2.57 -6.86
H38 -5.76 -4.20 -7.56

Results of the Mulliken charge analysis, in e, for atoms 1 through 2: C -0.960; C 1.061

Molecular formula: C14H20N2O2S
Method: DFT, ωB97M-V/def2-TZVPD

As for the gap between HOMO and LUMO: 8.6 eV. Its calculated total energy is -1203.65683 a.u. The energy above the lowest of the compared OMol25 structures with the same formula, charge and spin is 131.6 kJ/mol. The SMILES is CCCS(=O)(=O)NCc1ccc2c(c1)cc(C)n2C. The value obtained for the HOMO energy is -8.0 eV.

Element x y z (Å)
C1 -4.36 -2.14 -1.26
C2 -3.42 -1.75 -0.13
C3 -4.04 -0.73 0.80
S1 -4.08 0.92 0.05
O1 -4.84 0.91 -1.17
O2 -4.44 1.85 1.08
N1 -2.48 1.13 -0.39
C4 -1.60 1.82 0.52
C5 -0.22 1.22 0.47
C6 -0.01 -0.07 0.99
C7 1.22 -0.69 0.94
C8 2.27 0.01 0.36
C9 2.09 1.31 -0.17
C10 0.83 1.90 -0.11
C11 3.35 1.72 -0.67
C12 4.23 0.70 -0.44
C13 5.68 0.62 -0.77
N2 3.58 -0.34 0.18
C14 4.21 -1.57 0.58
H1 -3.87 -2.81 -1.96
H2 -5.24 -2.65 -0.86
H3 -4.69 -1.25 -1.79
H4 -3.15 -2.64 0.45
H5 -2.50 -1.32 -0.54
H6 -3.47 -0.59 1.72
H7 -5.07 -0.97 1.06
H8 -2.39 1.39 -1.36
H9 -2.04 1.71 1.51
H10 -1.55 2.90 0.30
H11 -0.85 -0.58 1.44
H12 1.34 -1.68 1.36
H13 0.68 2.89 -0.52
H14 3.57 2.65 -1.15
H15 5.99 1.54 -1.26
H16 6.28 0.48 0.13
H17 5.88 -0.22 -1.44
H18 3.47 -2.22 1.04
H19 5.01 -1.38 1.29
H20 4.63 -2.09 -0.29

Results of the Mulliken charge analysis, in e, for atoms 1 through 2: C -1.263; C -0.297

Q: The highest calculated total energy belongs to which entry?
A: C14H20N2O2S

Q: Which of these has the highest calculated total energy?
A: C14H20N2O2S

Q: The lowest calculated total energy belongs to which entry?
A: C21H38N2O30S7